No. 1
C12H27HgN3O4STa | ωB97M-V with the def2-TZVPD basis set

Summary:
electronic energy	-1546.58076	Eh
multiplicity	2
<S²>	0.90
orbital gap (alpha / beta)	4.62 / 4.03	eV
total charge	+2

```
49
C12H27HgN3O4STa (ωB97M-V with the def2-TZVPD basis set)
H 0.72 3.69 0.03
O -2.27 -2.60 0.66
C -2.17 2.24 -1.60
H 0.08 -2.97 0.60
H 0.74 -1.82 2.79
C -0.35 1.77 -3.25
H 3.58 -3.75 1.12
H 0.72 1.91 -3.46
H -3.50 0.08 2.56
H 1.50 2.26 0.70
H -2.40 2.66 -0.61
C -0.69 2.45 -1.93
H 1.36 -3.32 -0.59
H -2.98 -1.57 3.09
O -2.90 -2.42 -3.59
H 1.98 -3.06 3.09
Hg 0.14 -2.10 -3.60
H -2.78 2.77 -2.36
Ta 0.14 -0.07 -0.21
H 1.30 -4.18 0.99
H -0.55 0.70 -3.22
O -1.35 -0.36 1.08
C 1.79 -2.09 2.62
C -2.64 -1.81 -2.64
O -3.42 -0.56 -0.26
H 2.91 0.76 -0.34
H 3.93 -0.42 0.51
H 4.23 -2.15 1.54
C 2.08 -2.18 1.11
H 2.44 -1.33 3.08
H -0.94 2.23 -4.06
N 0.14 1.84 -0.86
H 2.95 0.72 1.42
C 3.51 -2.67 0.89
H -0.66 4.52 -1.22
H -4.53 -1.35 2.18
H -1.08 4.33 -2.92
H 0.61 4.13 -2.43
C -3.51 -0.98 2.33
C 1.13 2.70 -0.24
S -2.66 -1.22 0.78
H 3.82 -2.53 -0.15
C 2.95 0.08 0.53
C -0.43 3.95 -2.12
N -0.20 -1.03 -1.70
N 1.85 -0.87 0.50
C 1.14 -3.22 0.48
H 2.01 2.87 -0.89
H -2.47 1.18 -1.60
```


No. 2
C12H27MnO19S3V | ωB97M-V with the def2-TZVPD basis set

Summary:
electronic energy	-5192.51847	Eh
multiplicity	7
<S²>	12.03
orbital gap (alpha / beta)	8.14 / 8.65	eV
total charge	+1
energy relative to the best compared isomer or geometry (same formula, charge and spin)	0.000	eV

```
63
C12H27MnO19S3V (ωB97M-V with the def2-TZVPD basis set)
H -1.10 -2.80 0.75
O -1.43 -1.24 -1.45
O 2.38 0.12 -0.79
H -2.79 2.52 -2.17
C 1.17 0.24 4.40
H -2.00 -0.60 2.99
H -4.54 2.66 -2.34
H -4.69 0.72 -3.71
H 2.16 -0.96 5.42
O -1.22 1.92 1.93
H 6.03 -2.49 -3.53
C -3.73 -0.63 4.22
O 4.22 0.10 -2.31
C -0.84 1.22 0.96
H 2.47 2.43 -2.11
O 0.38 1.22 4.47
H -0.27 -2.03 -3.79
C 5.34 -1.99 -2.85
H -3.03 1.27 -4.24
H -0.60 -1.59 1.96
O 1.69 -0.13 5.57
H 4.52 -2.61 -2.48
C 4.84 -0.67 -3.38
O -3.16 -0.34 -2.95
S -1.63 -0.51 -2.67
O -2.51 -4.51 2.26
H 4.11 -0.89 -4.16
V -0.36 3.01 3.52
C -0.77 -2.65 1.78
H -3.85 1.38 -1.34
H 4.27 3.57 1.72
S -2.07 -3.28 2.81
H 5.87 -1.79 -1.91
H 5.58 -0.04 -3.86
O -1.02 4.37 3.08
O 2.07 -0.96 -2.96
O -0.94 0.73 -2.87
C 2.31 1.70 -2.90
H 0.07 -3.29 2.02
O -3.23 -2.24 2.49
H -1.01 0.53 -0.62
H -3.38 -1.31 5.00
Mn 2.14 -0.07 1.37
H -1.35 -1.10 -4.92
O 3.49 3.86 2.21
O 1.55 -0.34 3.35
O -1.75 -3.16 4.19
S 2.64 0.10 -2.21
C -3.71 1.95 -2.26
H -3.65 0.40 4.56
H -2.04 -2.42 -3.91
C -3.06 -0.88 2.88
C 2.56 2.94 2.07
C -1.27 -1.65 -3.99
O -1.60 1.16 -0.13
H -3.49 -0.23 2.12
H 3.02 1.82 -3.72
C -3.67 0.97 -3.41
O 2.73 1.92 1.37
O 1.44 3.16 2.62
H 1.29 1.68 -3.27
O 0.21 0.53 0.97
H -4.81 -0.78 4.14
```


Molecular weight for the records above, in order: 690.970; 677.412 g/mol